[1]
Entry from OMol25: a cluster of 8 separate species, C38H76FN9O10P in total in a non-equilibrium geometry (the ωB97M-V functional and the def2-TZVPD basis).

```
135
Properties=species:S:1:pos:R:3:forces:R:3
C 7.104 -0.425 2.153 2.0619 -0.1596 -0.1331
C 5.958 -0.285 2.396 -1.8530 0.1065 0.4454
C 4.520 -0.207 2.661 0.3989 -0.0440 -0.5468
C 3.821 0.236 1.389 0.0902 0.0235 0.6553
N 3.244 -0.744 0.743 -0.2746 0.7486 -0.4257
N 2.599 -0.407 -0.372 0.2168 -0.2845 0.1030
C 1.967 -1.562 -1.059 -0.2256 -0.0345 -0.3761
O 2.442 -2.717 -0.473 0.2041 -0.1612 0.3661
O 2.097 -3.719 -1.432 -0.3931 -0.1284 -0.1612
C 2.497 0.825 -0.864 0.0544 0.6580 0.3102
C 1.702 0.996 -2.140 0.1294 -0.0179 -0.6105
F 0.987 2.181 -2.086 0.3002 -0.1974 0.0734
C 2.628 0.930 -3.365 -0.3845 -0.2550 0.0752
C 1.978 1.491 -4.640 0.6599 -0.1504 -0.0214
C 3.135 1.923 -0.204 -0.4128 -0.9300 -0.0543
P 3.186 3.710 -0.697 1.3556 1.3044 0.8814
C 1.543 4.447 -0.452 -1.2469 -0.3227 -0.2704
C 0.842 3.970 0.826 0.4982 0.4053 0.1541
C 3.695 3.929 -2.438 -0.3940 -0.3781 -0.1563
C 5.138 3.444 -2.652 -0.7027 -0.0855 0.1517
C 3.828 1.599 0.969 -0.5608 -0.1932 -0.3644
C 4.592 2.612 1.791 0.1916 0.4606 0.0286
O 3.781 3.659 2.269 -0.3660 -0.0776 -0.3436
C 4.455 4.915 2.258 0.1280 -0.1927 0.0137
H 8.157 -0.559 2.060 -0.0778 0.0324 -0.1811
H 4.177 -1.202 2.931 -0.2404 0.0079 0.0653
H 4.329 0.490 3.470 -0.1780 -0.0279 0.1728
H 0.880 -1.461 -0.986 -0.0725 -0.0136 0.2509
H 2.234 -1.553 -2.114 0.1805 0.0551 -0.0257
H 2.756 -4.412 -1.248 0.4127 0.1611 -0.1848
H 0.952 0.218 -2.273 -0.1148 -0.0255 0.2854
H 2.819 -0.129 -3.532 0.1415 -0.1102 0.1098
H 3.593 1.371 -3.141 0.0381 0.2170 -0.0667
H 2.076 0.762 -5.438 -0.1997 -0.0868 -0.0943
H 0.934 1.750 -4.509 -0.1153 0.0721 0.0084
H 2.535 2.359 -4.980 -0.1951 0.2804 0.0116
H 0.862 4.264 -1.283 0.1931 -0.1068 -0.2006
H 1.658 5.530 -0.411 0.4731 0.0728 0.0612
H 0.854 2.886 0.912 -0.2136 -0.1056 0.0529
H -0.177 4.340 0.887 -0.1877 -0.1637 -0.1784
H 1.352 4.384 1.690 0.1351 -0.2122 0.2040
H 2.989 3.517 -3.153 0.0062 -0.0741 -0.1538
H 3.664 5.009 -2.581 -0.1323 0.1426 0.1225
H 5.831 4.182 -2.267 0.2050 0.0257 -0.0501
H 5.301 3.266 -3.710 0.2755 0.0389 -0.0949
H 5.305 2.513 -2.110 0.1903 -0.1399 -0.0548
H 5.080 2.151 2.642 0.1372 -0.2328 0.0123
H 5.388 3.008 1.154 0.0274 -0.0158 -0.1735
H 3.762 5.675 2.594 -0.1234 -0.0144 0.2300
H 4.758 5.188 1.249 0.0611 -0.0873 -0.1766
H 5.330 4.863 2.907 0.0379 0.1623 0.1291
C -2.230 2.057 2.360 -0.0366 0.2400 -0.1811
O -2.098 3.145 2.895 0.0606 -0.0428 0.0495
N -1.871 0.885 2.908 0.0590 -0.1853 -0.0186
C -2.044 -0.373 2.202 0.1450 0.1202 0.1430
C -1.289 0.889 4.239 -0.0639 0.1049 -0.0733
H -2.660 1.949 1.350 -0.0183 -0.0674 0.0179
H -2.702 -1.034 2.768 0.0086 -0.0736 -0.0675
H -1.074 -0.862 2.075 -0.0317 -0.0868 0.0150
H -2.485 -0.190 1.225 -0.0671 -0.0274 0.0367
H -1.995 1.320 4.951 0.0584 0.0046 0.0583
H -0.382 1.496 4.248 0.0007 0.0022 0.0791
H -1.048 -0.130 4.535 -0.0049 -0.0297 -0.0402
C -4.750 0.815 -0.861 -0.1089 -0.0778 0.1561
O -4.071 -0.026 -0.286 0.0613 0.0779 -0.0916
N -4.418 1.400 -2.018 -0.0109 0.1257 -0.1450
C -5.276 2.393 -2.649 0.1230 -0.1358 0.0938
C -3.166 1.025 -2.649 -0.0638 -0.0680 0.1412
H -5.713 1.165 -0.460 0.0024 0.0014 -0.0138
H -5.573 2.046 -3.641 -0.0354 0.0642 -0.0063
H -4.737 3.337 -2.749 -0.0632 0.0272 -0.0317
H -6.175 2.561 -2.053 0.2936 -0.0811 -0.1598
H -3.159 -0.044 -2.869 0.0430 0.0005 -0.0219
H -2.329 1.240 -1.983 0.0365 0.0017 -0.0365
H -3.048 1.586 -3.572 -0.0265 0.0286 -0.0092
C -0.246 -1.010 7.380 0.1155 0.1265 -0.1023
O 0.425 -1.873 6.846 -0.0343 -0.0480 -0.0326
N -1.231 -1.238 8.265 -0.1075 0.0462 0.0789
C -1.998 -0.162 8.862 0.0147 -0.2054 0.0073
C -1.530 -2.614 8.632 0.1129 0.0388 -0.0990
H -0.093 0.063 7.167 -0.0399 0.0102 0.0462
H -1.883 -0.173 9.947 -0.0328 0.0632 0.0076
H -3.056 -0.272 8.619 -0.0157 0.0628 0.0263
H -1.649 0.796 8.483 0.0238 0.0016 -0.0203
H -0.650 -3.085 9.068 -0.0235 -0.0439 0.0076
H -1.816 -3.184 7.747 -0.0075 -0.0428 0.0262
H -2.344 -2.627 9.351 -0.0133 0.0360 0.0096
C 4.042 -6.635 -2.264 0.1566 -0.0248 0.0549
O 4.348 -5.447 -2.340 -0.3263 0.0450 0.1960
N 3.385 -7.312 -3.204 0.0143 -0.1618 0.0046
C 3.047 -8.726 -3.063 0.0681 0.4195 -0.2124
C 2.990 -6.615 -4.416 0.0678 0.0723 0.0891
H 4.301 -7.249 -1.386 0.0026 0.0078 -0.0035
H 3.519 -9.290 -3.869 -0.0222 -0.0852 0.0534
H 1.972 -8.868 -3.114 0.1771 0.0326 0.0289
H 3.409 -9.101 -2.108 0.0078 0.0324 0.0213
H 3.869 -6.220 -4.925 -0.0262 0.0181 -0.0330
H 2.335 -5.777 -4.171 -0.0101 0.0077 -0.0506
H 2.467 -7.304 -5.072 -0.0114 -0.0368 0.0233
C 0.429 -11.608 -3.015 0.0512 0.0773 0.1166
O 0.724 -10.425 -3.079 -0.2963 -0.3472 -0.0333
N -0.221 -12.283 -3.972 -0.0649 -0.1413 -0.0681
C -0.545 -13.692 -3.841 -0.0236 0.1453 -0.1335
C -0.612 -11.575 -5.181 0.0726 0.0704 0.1241
H 0.682 -12.227 -2.139 -0.0077 -0.0053 -0.0002
H -0.075 -14.263 -4.643 -0.0148 -0.0585 0.0269
H -1.625 -13.835 -3.892 0.0027 -0.0642 0.0190
H -0.186 -14.067 -2.885 0.0150 0.0202 0.0212
H 0.269 -11.170 -5.680 -0.0253 0.0142 -0.0409
H -1.273 -10.745 -4.932 -0.0068 0.0118 -0.0466
H -1.125 -12.260 -5.851 -0.0030 -0.0382 0.0132
C 2.135 8.684 0.790 0.0930 0.0221 -0.1078
O 2.746 7.738 0.317 -0.0267 -0.0282 0.0065
N 1.133 8.565 1.674 -0.0644 0.1012 0.0970
C 0.422 9.707 2.216 0.0083 -0.2081 0.0148
C 0.765 7.222 2.087 0.0843 0.0966 -0.1138
H 2.363 9.728 0.520 0.0000 -0.0005 0.0097
H 0.527 9.737 3.301 -0.0282 0.0621 0.0056
H -0.638 9.644 1.966 -0.0130 0.0614 0.0217
H 0.827 10.627 1.799 0.0289 -0.0018 -0.0248
H 1.625 6.733 2.543 -0.0375 -0.0994 0.0481
H 0.472 6.646 1.211 -0.0810 -0.0881 0.0783
H -0.055 7.254 2.799 -0.0231 0.0673 -0.0086
C -9.047 3.773 -1.368 0.1503 0.1202 -0.0212
O -7.937 3.495 -1.796 -0.2858 0.0587 0.0974
N -10.076 2.917 -1.318 -0.1773 -0.0611 0.0419
C -11.376 3.301 -0.800 0.0869 -0.1632 -0.0776
C -9.877 1.559 -1.800 0.1154 0.1240 -0.0039
H -9.292 4.775 -0.982 -0.0053 0.0013 -0.0015
H -11.640 2.677 0.055 -0.0533 0.0368 0.0173
H -12.138 3.182 -1.572 -0.0478 0.0320 0.0348
H -11.358 4.341 -0.483 0.0280 0.0183 -0.0037
H -9.086 1.071 -1.230 -0.0104 -0.0471 -0.0185
H -9.581 1.574 -2.849 -0.0006 -0.0491 -0.0039
H -10.801 0.998 -1.691 -0.0309 0.0190 0.0168
```
Forces are in eV/Å.

multiplicity	1
LUMO level	-3.51	eV
total charge	+1
max |F|	2.078	eV/A

[2]
Entry from OMol25: a cluster of 6 separate species, C38H78NO9S in total in a non-equilibrium geometry (the ωB97M-V functional and the def2-TZVPD basis).

```
127
Properties=species:S:1:pos:R:3:forces:R:3
C -3.295 -0.324 0.548 0.3273 -0.0051 -0.8306
C -1.868 -0.295 -0.089 -1.0096 0.5362 1.1673
C -0.941 0.479 0.866 0.4809 -0.9098 -0.1568
C 0.576 0.400 0.499 -1.7187 0.5684 0.0357
O 0.692 -0.432 -0.670 1.0996 -0.5539 0.7180
C 1.973 -0.578 -1.162 -2.4677 0.6457 0.2812
O 1.983 0.093 -2.395 1.0244 -0.1244 -0.0017
C 3.184 -0.378 -0.247 1.8895 0.5260 -1.6919
C 3.730 1.051 0.003 -0.6435 -0.0821 -0.2103
O 3.341 1.635 1.218 0.0773 -0.3920 -0.2250
C 3.933 1.033 2.361 0.3550 0.3977 0.6344
C 5.344 1.547 2.703 0.0016 -0.8190 0.3321
C 5.561 1.450 4.228 -0.2476 0.5508 -0.3483
C 4.233 -1.015 -1.252 -1.1049 -0.7422 1.0310
C 3.433 -2.243 -1.647 1.6002 0.8991 -0.9250
S 4.288 -3.738 -2.106 -0.4356 -0.6209 0.2454
N 2.175 -2.018 -1.575 0.6727 -1.0467 0.1985
C 1.137 -3.012 -1.903 -1.4275 0.7475 -0.9059
O 0.337 -3.314 -0.803 0.7473 -0.4808 -0.3765
C 0.375 -4.673 -0.466 0.1869 0.0985 0.9526
C 0.115 -5.665 -1.372 -0.2016 0.8715 -1.3572
C 0.136 -7.001 -1.048 -0.2200 -0.8941 -0.7649
C -0.127 -8.034 -2.128 0.5220 0.1106 0.6331
C 0.404 -7.348 0.252 0.1991 -0.1568 0.4250
C 0.668 -6.347 1.163 -0.0298 -0.7160 0.7284
C 0.659 -5.012 0.848 0.0270 0.8251 0.6937
C 0.933 -4.023 1.964 0.0289 0.3432 0.2026
C -0.054 -2.826 2.031 0.6014 -0.0894 0.1510
C 2.430 -3.584 1.995 -0.1672 -0.5154 0.2917
H -3.939 0.408 0.061 -0.0239 0.0271 0.2910
H -3.741 -1.300 0.339 -0.1235 0.1331 0.2182
H -3.262 -0.148 1.625 -0.0551 -0.0907 -0.0764
H -1.918 0.211 -1.055 0.1417 -0.3611 -0.1036
H -1.575 -1.339 -0.179 0.4775 0.2025 -0.3263
H -1.063 0.003 1.845 0.0478 0.1573 -0.0238
H -1.278 1.512 0.979 0.1121 -0.0415 -0.1575
H 1.086 -0.018 1.368 0.4693 0.1224 -0.3440
H 0.915 1.409 0.247 0.3684 -0.1854 0.2038
H 2.048 1.045 -2.242 -0.1912 -0.0519 0.0292
H 3.136 -1.032 0.624 -0.2599 0.2404 0.0522
H 3.332 1.683 -0.807 0.0593 0.1241 0.2504
H 4.819 1.044 -0.158 -0.2717 -0.0586 0.4501
H 3.274 1.273 3.201 -0.0831 0.0681 -0.2229
H 3.971 -0.067 2.315 -0.1716 0.1072 -0.2543
H 5.507 2.561 2.334 -0.2323 -0.0330 0.0747
H 6.083 0.893 2.230 0.0179 0.3150 -0.1909
H 5.718 0.421 4.555 0.1009 0.1098 -0.0122
H 6.399 2.086 4.518 0.0679 -0.3160 0.1113
H 4.677 1.836 4.749 0.1345 -0.0312 0.0323
H 5.197 -1.248 -0.804 -0.0841 -0.0747 -0.0677
H 4.354 -0.333 -2.097 0.0561 -0.2191 -0.0686
H 4.573 -3.468 -3.400 -0.2205 0.4668 0.2998
H 1.604 -3.881 -2.367 0.2563 0.0633 0.3530
H 0.508 -2.547 -2.674 0.1548 0.1520 0.1719
H -0.116 -5.377 -2.399 -0.0448 -0.1047 0.1081
H -1.089 -7.854 -2.607 0.0812 -0.2103 -0.0445
H -0.073 -9.021 -1.664 -0.3393 -0.0100 -0.2365
H 0.681 -8.003 -2.865 -0.2328 0.0723 -0.0985
H 0.420 -8.374 0.605 -0.0447 -0.0213 -0.2805
H 0.864 -6.635 2.193 0.0215 0.1028 -0.0618
H 0.786 -4.575 2.896 -0.0401 -0.0361 -0.1503
H 0.532 -1.909 1.934 -0.3031 0.0509 -0.1989
H -0.517 -2.786 3.020 -0.0970 -0.0780 -0.1605
H -0.805 -2.865 1.247 -0.0746 0.0906 0.1482
H 2.543 -2.533 2.279 0.0037 -0.0505 -0.2339
H 2.952 -3.832 1.063 -0.0843 0.3371 -0.0089
H 2.940 -4.158 2.775 0.0750 0.0755 -0.1483
C 9.294 1.087 -0.648 0.0482 -0.0949 0.2067
C 7.919 0.557 -1.016 0.2577 0.5451 -0.2989
C 7.639 0.732 -2.502 -0.1599 -0.1259 -0.0046
O 6.917 1.240 -0.250 -0.0271 -0.3146 -0.0408
H 9.366 2.156 -0.864 -0.0165 -0.0272 -0.1176
H 9.479 0.962 0.419 -0.0001 -0.0584 -0.0213
H 10.079 0.569 -1.200 0.0018 0.0303 -0.0064
H 7.850 -0.500 -0.751 -0.1294 0.0449 0.1312
H 7.659 1.790 -2.776 0.1095 -0.0010 0.0239
H 6.646 0.355 -2.754 0.0303 -0.0496 -0.0139
H 8.375 0.203 -3.108 -0.0037 0.0290 -0.0123
H 6.968 2.178 -0.471 0.0767 0.0034 0.0488
C -0.370 -3.975 7.877 0.2247 -0.0074 0.0179
C -0.636 -3.080 6.677 -0.4833 -0.3973 0.2170
C -2.067 -2.566 6.676 0.0064 0.1771 -0.1404
O -0.382 -3.803 5.469 0.2716 0.1817 -0.2103
H -1.025 -4.850 7.857 -0.0946 0.0757 0.0124
H 0.657 -4.342 7.861 0.0072 0.0589 0.0120
H -0.534 -3.440 8.813 -0.0202 -0.0270 -0.0002
H 0.057 -2.237 6.688 0.0688 -0.0606 -0.1648
H -2.775 -3.397 6.618 0.0402 -0.0363 0.1063
H -2.246 -1.931 5.807 0.0347 0.0338 0.0336
H -2.281 -1.990 7.577 -0.0227 -0.0236 -0.0026
H -0.986 -4.554 5.443 -0.0178 0.0156 0.0536
C -5.100 1.944 -3.695 0.0032 0.2169 0.1239
C -4.451 0.713 -3.086 -0.5641 -0.0930 -0.4043
C -4.351 -0.419 -4.098 0.2020 -0.1388 0.0747
O -5.204 0.277 -1.953 0.2348 0.0136 0.1362
H -6.119 1.720 -4.025 0.0562 -0.1145 -0.0859
H -5.170 2.743 -2.957 0.1178 0.0127 -0.0222
H -4.530 2.310 -4.550 -0.0224 0.0139 0.0020
H -3.454 0.968 -2.722 -0.0587 -0.0188 0.1648
H -5.345 -0.719 -4.440 -0.0118 0.1062 -0.0454
H -3.889 -1.298 -3.645 0.0352 0.0356 0.0054
H -3.760 -0.123 -4.967 -0.0360 -0.0055 -0.0158
H -6.089 0.048 -2.257 0.0026 0.0304 -0.0172
C -2.196 5.751 -4.632 -0.0271 -0.1972 -0.1513
C -3.419 5.730 -3.727 0.5226 0.3897 0.2204
C -3.684 7.099 -3.123 -0.2910 0.0138 0.0716
O -3.229 4.771 -2.684 -0.2192 -0.3046 -0.1092
H -1.303 6.030 -4.065 -0.0547 0.1143 0.0247
H -2.013 4.760 -5.052 -0.0533 0.0158 -0.0299
H -2.321 6.459 -5.452 0.0319 0.0091 0.0154
H -4.291 5.406 -4.297 -0.0144 -0.1509 0.1159
H -2.839 7.422 -2.509 0.0744 -0.0085 -0.1019
H -4.558 7.067 -2.471 -0.0063 -0.0126 -0.0274
H -3.855 7.848 -3.899 0.0375 0.0080 0.0119
H -2.462 5.044 -2.170 -0.0338 0.0773 0.0036
C -8.659 7.117 0.453 0.0002 0.2094 0.0583
C -7.752 6.977 -0.759 -0.1592 -0.5570 0.3192
C -8.144 5.776 -1.607 0.0642 0.0399 -0.2093
O -6.395 6.843 -0.335 0.1317 0.2958 -0.1791
H -8.585 6.234 1.094 -0.0416 -0.0653 -0.0910
H -8.362 7.977 1.055 -0.0165 0.0255 -0.0521
H -9.701 7.243 0.155 0.0009 -0.0248 0.0224
H -7.803 7.884 -1.363 0.1725 0.0231 0.0291
H -8.053 4.851 -1.031 -0.0767 0.0413 0.0722
H -7.481 5.683 -2.469 -0.0226 0.0483 -0.0079
H -9.171 5.862 -1.966 0.0027 -0.0283 0.0139
H -6.329 6.045 0.201 -0.0187 -0.0085 -0.0166
```
Forces are in eV/Å.

multiplicity	1
LUMO level	-3.88	eV
total charge	+1
max |F|	2.590	eV/A